Entry from the OMol25 dataset: one molecule with the formula C5H9N3O at a distorted geometry (wB97M-V/def2-TZVPD).

Each line ends with the natural charge from an NBO analysis.
Element x y z (Å)
C  -2.07  -0.41  -0.81  -0.600
C  -1.02  -1.58  -0.53  -0.218
C  -0.75  -1.88  0.84  0.310
N  -0.37  -2.15  1.95  -0.383
N  0.37  -1.23  -1.11  -0.457
C  0.95  -0.14  -0.55  0.243
N  1.04  0.72  0.50  -0.174
C  1.79  1.96  0.26  -0.424
O  -0.05  0.74  1.48  -0.558
H  -2.11  -0.11  -1.89  0.228
H  -1.62  0.38  -0.08  0.231
H  -3.03  -0.71  -0.52  0.211
H  -1.41  -2.43  -1.05  0.239
H  1.90  -0.14  -1.19  0.203
H  2.28  2.44  1.19  0.223
H  2.63  1.55  -0.39  0.227
H  1.26  2.86  -0.24  0.204
H  0.21  0.14  2.17  0.497

Calculated values
Total charge = 0
SMILES = C[C@H](C#N)/N=C\N(C)O
Strongest force on any atom = 6.31 eV/A
E_HOMO = -0.3430 Ha
E_tot = -11844.3605 eV

Entry from the OMol25 dataset: a 2-piece molecular cluster, C5H9N3O2 overall at a distorted geometry (wB97M-V/def2-TZVPD).

Each line ends with the natural charge from an NBO analysis.
Element x y z (Å)
C  -0.71  -0.47  -1.28  -0.669
C  -0.16  0.06  0.02  0.385
N  1.15  0.21  0.14  -0.530
C  1.35  0.78  1.35  -0.063
C  0.19  0.93  1.98  -0.115
N  -0.76  0.46  1.15  -0.330
C  -2.14  0.48  1.54  -0.405
H  -1.59  -0.10  -1.63  0.221
H  -0.56  -1.57  -1.33  0.250
H  0.09  -0.24  -1.95  0.245
H  2.34  0.95  1.68  0.210
H  0.06  1.07  2.99  0.212
H  -2.25  0.23  2.59  0.218
H  -2.62  1.42  1.31  0.210
H  -2.77  -0.31  0.99  0.218
O  2.22  -2.00  -3.51  -0.317
N  1.74  -1.47  -2.56  0.314
O  2.45  -0.43  -2.12  -0.559
H  1.97  0.00  -1.37  0.506

Calculated values
Total charge = 0
SMILES = Cc1nccn1C.O=NO
Strongest force on any atom = 4.41 eV/A
E_HOMO = -0.3337 Ha
E_tot = -13893.1456 eV

Entry from the OMol25 dataset: a 2-piece molecular cluster, C5H9N3O2 overall at a distorted geometry (wB97M-V/def2-TZVPD).

Each line ends with the natural charge from an NBO analysis.
Element x y z (Å)
C  2.67  -1.28  0.06  0.134
N  3.75  -0.54  -0.04  -0.280
N  3.42  0.72  0.37  -0.281
C  2.16  0.71  0.71  0.144
N  1.63  -0.53  0.52  -0.365
C  0.25  -0.94  0.71  -0.234
C  -0.59  -0.66  -0.52  0.037
C  -2.01  -0.33  -0.39  -0.102
O  -0.98  0.69  -0.73  -0.509
H  2.57  -2.33  -0.21  0.204
H  1.58  1.55  1.09  0.213
H  -0.15  -0.40  1.58  0.225
H  0.23  -2.01  0.93  0.221
H  -0.25  -1.16  -1.43  0.190
H  -2.68  -0.59  -1.21  0.199
H  -2.43  -0.33  0.62  0.201
O  -3.13  2.47  -0.29  -0.953
H  -2.24  2.58  -0.78  0.489
H  -3.80  2.37  -0.97  0.467

Calculated values
Total charge = 0
SMILES = c1nncn1C[C@H]1CO1.O
Strongest force on any atom = 2.52 eV/A
E_HOMO = -0.3608 Ha
E_tot = -13894.1771 eV

Entry from the OMol25 dataset: C5H9N3O2 as an isolated structure at a distorted geometry (wB97M-V/def2-TZVPD).

Each line ends with the natural charge from an NBO analysis.
Element x y z (Å)
C  0.14  2.04  0.23  0.141
C  1.11  1.27  -0.60  -0.287
C  -0.60  0.05  0.35  0.382
C  -0.44  -0.96  2.06  -0.586
C  1.03  -1.02  -1.30  -0.414
N  -0.76  1.39  0.82  -0.403
N  0.65  -0.05  -0.31  -0.472
N  -1.86  -0.48  -0.28  0.514
O  -2.49  -1.40  0.14  -0.342
O  -2.05  0.11  -1.29  -0.373
H  0.03  3.08  0.19  0.196
H  0.80  1.54  -1.64  0.192
H  2.16  1.54  -0.53  0.226
H  -0.77  -1.96  1.73  0.215
H  -1.01  -0.41  2.70  0.197
H  0.56  -0.84  2.38  0.191
H  2.12  -1.38  -0.97  0.208
H  0.32  -1.93  -1.36  0.221
H  1.05  -0.57  -2.31  0.193

Calculated values
Total charge = 0
Strongest force on any atom = 8.02 eV/A
E_HOMO = -0.3125 Ha
E_tot = -13890.2904 eV

Entry from the OMol25 dataset: C5H9N3O2 as an isolated structure at a distorted geometry (wB97M-V/def2-TZVPD).

Each line ends with the Mulliken spin population.
Element x y z (Å)
C  -0.46  -0.20  -0.24  0.764
C  1.41  -0.35  -1.35  0.053
C  1.03  -1.59  -0.49  0.108
C  0.40  0.75  -0.83  0.062
C  1.04  1.55  0.29  0.020
N  -2.33  0.76  0.36  0.920
N  -0.29  -1.43  -0.05  -0.060
N  -2.86  0.36  1.36  -0.040
O  -2.62  -0.98  1.83  0.076
O  -3.66  0.96  2.02  0.101
H  2.53  -0.01  -1.22  0.005
H  1.29  -0.61  -2.38  -0.004
H  1.12  -2.60  -1.08  -0.008
H  1.75  -1.54  0.40  -0.004
H  0.13  1.37  -1.63  0.010
H  1.41  0.80  1.04  -0.001
H  0.28  2.01  0.86  -0.001
H  1.78  2.19  -0.06  0.002
H  -1.96  -1.43  1.17  -0.004

Calculated values
Expectation value of S² = 2.016
Total charge = 0
Strongest force on any atom = 5.20 eV/A
E_HOMO (alpha / beta) = -0.2634 / -0.3825 Ha
E_tot = -13886.3946 eV
2S+1 = 3

Entry from the OMol25 dataset: a 2-piece molecular cluster, C5H9N3O2P overall at a distorted geometry (wB97M-V/def2-TZVPD).

Each line ends with the natural charge from an NBO analysis.
Element x y z (Å)
C  0.45  -0.01  -1.00  -0.221
C  -0.76  -0.29  -0.42  -0.225
C  -4.17  1.63  0.88  -1.153
C  3.63  0.40  0.10  -0.631
C  2.80  -0.70  -0.60  -0.209
N  -0.51  -1.23  0.57  -0.355
N  0.76  -1.55  0.57  -0.106
N  1.42  -0.81  -0.36  -0.226
O  -4.16  0.13  -1.47  -1.068
O  -3.53  -1.08  0.79  -0.993
P  -3.58  0.33  -0.09  2.035
H  0.62  0.62  -1.83  0.200
H  -3.71  2.52  0.77  0.200
H  -4.05  1.44  1.94  0.200
H  2.90  1.32  0.31  0.229
H  4.58  0.65  -0.46  0.209
H  3.96  -0.14  1.08  0.208
H  3.41  -1.66  -0.58  0.196
H  2.75  -0.54  -1.64  0.196
H  -2.80  -1.02  1.43  0.514

Calculated values
Total charge = -1
Strongest force on any atom = 3.62 eV/A
E_HOMO (alpha / beta) = -0.1433 / -0.1433 Ha
E_tot = -23182.5054 eV

Entry from the OMol25 dataset: a 2-piece molecular cluster, C5H9N4 overall at a distorted geometry (wB97M-V/def2-TZVPD).

Each line ends with the natural charge from an NBO analysis.
Element x y z (Å)
C  -3.24  -0.11  0.07  -0.265
C  -2.55  -1.36  -0.06  0.049
C  -2.27  0.82  0.12  -0.008
C  0.92  1.94  -0.09  -0.220
C  0.12  0.70  0.01  0.549
N  -1.27  -1.23  0.05  -0.217
N  -1.07  0.09  0.05  -0.220
N  3.22  -1.27  -0.06  -1.013
N  1.40  0.60  -0.08  -0.480
H  -4.27  0.04  -0.05  0.255
H  -3.08  -2.18  0.13  0.220
H  -2.09  1.81  0.44  0.239
H  0.72  2.52  -1.05  0.228
H  0.97  2.56  0.89  0.220
H  4.06  -1.36  0.51  0.410
H  2.84  -2.15  0.04  0.389
H  3.37  -1.24  -1.10  0.408
H  2.24  -0.18  0.17  0.456

Calculated values
Total charge = +1
Strongest force on any atom = 4.29 eV/A
E_HOMO = -0.5157 Ha
E_tot = -11281.3185 eV

Entry from the OMol25 dataset: an isolated ion of composition C5H9N4O and charge +1 at a distorted geometry (wB97M-V/def2-TZVPD).

Each line ends with the natural charge from an NBO analysis.
Element x y z (Å)
O  -1.64  0.34  -2.67  -0.502
N  -0.92  -0.29  -1.72  -0.166
C  0.37  -0.09  -1.75  0.244
N  1.12  -0.63  -0.78  -0.516
C  0.52  -1.30  0.31  -0.197
C  -0.21  -0.29  1.29  -0.359
C  -1.13  0.61  0.56  0.264
N  -0.52  1.79  0.34  -0.212
N  0.59  1.87  0.92  0.025
C  0.81  0.76  1.79  -0.319
H  -2.51  -0.08  -2.72  0.499
H  0.85  0.46  -2.56  0.232
H  2.11  -0.44  -0.79  0.438
H  1.27  -1.86  0.87  0.249
H  -0.26  -1.97  -0.06  0.253
H  -0.71  -0.89  2.05  0.288
H  -2.16  0.45  0.32  0.254
H  0.58  1.07  2.82  0.280
H  1.86  0.47  1.78  0.245

Calculated values
Total charge = +1
SMILES = O/N=C/NC[C@@H]1C=[N+]=NC1
Strongest force on any atom = 2.12 eV/A
E_HOMO (alpha / beta) = -0.4962 / -0.4961 Ha
E_tot = -13327.6196 eV